Entry 1:
Below is a structure of composition C20H42BBr2CaCl3FLiMgN2O14P2S, with properties calculated with wB97M-V/def2-TZVPD.

Each line ends with the Mulliken charge.
Element x y z (Å)
C1 -1.268 5.711 -4.039  -1.1910
C2 -0.259 5.041 -2.964  -0.0556
O1 -0.814 5.337 -1.649  -0.0770
C3 -0.701 4.095 -0.895  -1.2652
C4 -0.987 4.350 0.651  -0.0628
O2 -0.974 3.091 1.311  -0.0565
C5 -0.669 3.250 2.700  -0.7973
C6 -0.202 1.921 3.384  -0.6652
O3 -1.041 0.800 3.014  -0.3493
C7 -0.853 -0.326 3.851  -1.2555
C8 -0.286 -1.617 3.189  1.9613
C9 -1.088 -2.905 3.692  -1.3023
C10 -2.402 -3.162 2.889  0.4522
O4 -3.404 -2.570 3.262  -0.5624
N1 -2.555 -4.062 1.780  0.0403
C11 -2.897 -3.367 0.513  -0.7559
C12 -1.441 -5.012 1.633  -0.7977
O5 0.977 -1.823 3.886  -0.7397
B1 2.025 -2.400 3.038  0.9760
F1 2.066 -3.839 3.426  -0.2735
P1 3.768 -1.560 3.058  -0.3307
O6 4.549 -2.259 1.706  -0.4729
Cl1 3.515 0.459 2.501  -0.1545
O7 1.514 -2.115 1.696  -0.6404
C13 0.140 -1.759 1.685  1.2450
P2 0.078 -0.366 0.451  0.9899
S1 1.711 -0.512 -0.720  -0.3602
H1 -0.688 6.112 -4.899  0.3479
H2 -1.809 6.593 -3.558  0.1912
H3 -2.013 4.976 -4.441  0.2842
H4 0.767 5.455 -3.069  0.3431
H5 -0.237 3.940 -3.141  0.2464
H6 -1.430 3.302 -1.251  0.6021
H7 0.396 3.766 -0.969  0.5397
H8 -0.186 5.029 1.011  0.1784
H9 -1.976 4.889 0.779  -0.0953
H10 0.123 4.034 2.851  0.3891
H11 -1.567 3.632 3.265  0.2796
H12 -0.216 2.137 4.504  0.7402
H13 0.870 1.727 3.143  0.1671
H14 -0.166 -0.030 4.690  0.4095
H15 -1.837 -0.563 4.343  0.3373
H16 -0.417 -3.786 3.799  0.2125
H17 -1.413 -2.652 4.733  0.4673
H18 -3.910 -3.722 0.182  0.2896
H19 -2.199 -3.645 -0.323  0.2117
H20 -2.971 -2.255 0.602  0.3124
H21 -0.998 -5.343 2.595  0.3214
H22 -1.849 -5.942 1.147  0.2996
H23 -0.661 -4.633 0.910  0.2314
H24 4.035 -2.033 0.914  0.2851
H25 -0.420 -2.601 1.185  -0.9781
H26 -1.033 -0.624 -0.434  -0.4517
H27 0.098 0.954 0.969  0.0277
Mg1 0.112 -0.730 -2.549  0.7455
O8 -3.182 -0.560 -0.875  -0.8675
H28 -3.752 0.184 -0.664  0.1325
Li1 2.565 -5.702 3.461  0.8850
Br1 1.836 2.168 5.085  -0.6304
Ca1 -3.180 5.583 -2.156  0.9836
O9 5.193 2.053 -0.168  -0.7573
H29 4.704 1.491 0.445  0.2490
C14 -2.017 -3.529 -8.394  -1.4342
C15 -0.914 -3.029 -7.491  0.4937
C16 -0.109 -4.119 -6.847  -0.4638
O10 0.329 -3.487 -5.638  -0.2330
C17 -0.587 -2.552 -5.335  0.5101
O11 -0.632 -1.969 -4.280  -0.4257
O12 -1.447 -2.346 -6.343  -0.2587
H30 -2.520 -2.690 -8.877  0.3586
H31 -1.622 -4.188 -9.168  0.3855
H32 -2.778 -4.065 -7.823  0.3650
H33 -0.274 -2.326 -8.032  0.2536
H34 0.740 -4.427 -7.455  0.3215
H35 -0.699 -5.001 -6.585  0.3137
Br2 1.549 5.440 -0.359  -0.5995
C18 6.917 -6.779 1.868  -0.6899
N2 5.678 -7.491 1.459  0.8045
O13 5.783 -8.390 0.661  -0.4709
O14 4.632 -7.113 1.961  -0.5151
H36 7.759 -7.220 1.345  0.3022
H37 6.797 -5.732 1.598  0.2942
H38 7.023 -6.899 2.944  0.2717
Cl2 -3.217 8.854 3.540  -0.1794
C19 -1.650 8.798 2.696  -0.4162
C20 -1.808 8.909 1.198  -0.5565
Cl3 -2.588 7.459 0.502  -0.1436
H39 -1.145 7.875 2.977  0.3049
H40 -1.060 9.636 3.064  0.3194
H41 -0.829 8.998 0.727  0.2755
H42 -2.402 9.779 0.920  0.3838

For the electronic energy, the calculation gives -10569.14320 a.u. The value obtained for the highest occupied orbital energy is -4.76 eV. The HOMO-LUMO gap is 1.53 eV.

Entry 2:
Below is an isolated molecule of C5H5NO2, with properties calculated with wB97M-V/def2-TZVPD.

Each line ends with the natural charge from an NBO analysis.
Element x y z (Å)
C1 -0.788 -0.013 -0.048  0.1036
C2 -2.016 -0.528 -0.015  -0.3924
C3 -0.342 1.385 -0.068  -0.1756
C4 0.983 1.439 -0.019  -0.2702
C5 1.553 0.061 -0.071  0.5976
H1 1.429 -2.232 0.372  0.4980
H2 -2.913 0.111 0.151  0.2197
H3 -2.146 -1.602 -0.032  0.2249
H4 -0.983 2.267 -0.043  0.2335
H5 1.627 2.286 -0.011  0.2329
N1 0.424 -0.728 -0.124  -0.1480
O1 0.472 -2.091 -0.081  -0.5206
O2 2.700 -0.356 -0.011  -0.6035

The energy above the lowest of the compared OMol25 structures with the same formula, charge and spin is 2.6738 eV. For the electronic energy, the calculation gives -398.68021 a.u. The value obtained for the highest occupied orbital energy is -8.90 eV. The HOMO-LUMO gap is 8.68 eV.

Entry 3:
Below is a cluster of 2 separate species, C24H15BF3N4O8S in total, with properties calculated with wB97M-V/def2-TZVPD.

Each line ends with the natural charge from an NBO analysis.
Element x y z (Å)
C1 -3.543 6.817 1.922  -0.6288
C2 -2.929 5.556 2.419  -0.2333
C3 -2.432 5.302 3.680  -0.2618
C4 -1.850 3.986 3.830  -0.3020
C5 -1.922 3.251 2.666  -0.3875
B1 -1.392 1.697 2.436  0.7746
C6 0.225 1.933 2.461  -0.1797
C7 0.832 2.723 1.493  -0.2195
C8 2.219 2.940 1.528  -0.1885
C9 2.961 2.343 2.548  -0.1870
C10 4.464 2.463 2.550  0.9818
F1 4.886 3.393 3.467  -0.3407
F2 5.065 1.274 2.886  -0.3339
F3 4.957 2.833 1.339  -0.3315
C11 2.350 1.610 3.545  -0.1770
C12 0.962 1.445 3.508  -0.2373
O1 -2.109 1.066 3.589  -0.6849
C13 -3.241 0.581 3.037  0.3096
C14 -3.186 0.647 1.614  0.2319
C15 -4.111 -0.025 0.820  -0.2723
C16 -5.002 -0.874 1.473  -0.2577
C17 -5.005 -0.992 2.868  -0.2467
C18 -4.203 -0.193 3.670  -0.2827
O2 -2.012 1.179 1.197  -0.6680
S1 -2.723 4.145 1.407  0.3832
H1 -3.668 7.523 2.752  0.2115
H2 -2.906 7.291 1.161  0.2083
H3 -4.528 6.619 1.479  0.2099
H4 -2.468 6.043 4.479  0.1988
H5 -1.394 3.662 4.773  0.2162
H6 0.227 3.217 0.742  0.2207
H7 2.705 3.548 0.772  0.2176
H8 2.941 1.168 4.345  0.2242
H9 0.455 0.984 4.357  0.2206
H10 -4.064 0.096 -0.260  0.2181
H11 -5.698 -1.479 0.887  0.2076
H12 -5.659 -1.726 3.343  0.2077
H13 -4.221 -0.218 4.760  0.2183
O3 -0.852 -4.244 -2.006  -0.3482
N1 0.069 -3.687 -1.390  0.5062
O4 1.263 -3.757 -1.757  -0.3929
C19 -0.189 -2.880 -0.207  -0.0033
C20 0.787 -2.014 0.275  -0.1195
C21 0.574 -1.328 1.492  0.0592
N2 1.732 -1.176 2.339  0.4901
O5 2.847 -1.191 1.790  -0.3768
O6 1.563 -1.094 3.580  -0.3704
C22 -0.689 -1.207 2.120  -0.0723
C23 -1.571 -2.213 1.731  0.0385
N3 -2.489 -2.923 2.545  0.4290
O7 -2.815 -2.803 3.712  -0.3262
O8 -2.981 -3.965 1.759  -0.1409
N4 -2.283 -4.056 0.553  -0.1016
C24 -1.414 -3.019 0.581  0.1039
H14 1.780 -1.967 -0.176  0.2888
H15 -0.862 -0.665 3.041  0.2967

The energy above the lowest of the compared OMol25 structures with the same formula, charge and spin is 0.0000 eV. Its total charge is -1. For the electronic energy, the calculation gives -2466.94485 a.u. The value obtained for the highest occupied orbital energy is -4.87 eV. The HOMO-LUMO gap is 4.89 eV.